{
  "formula": "C27H27CrN14O3S2",
  "method": "wB97M-V/def2-TZVPD",
  "fmax_ha_per_bohr": 0.002,
  "spin_multiplicity": 4,
  "e_tot_ha": -3878.3151,
  "charge": -2,
  "homo_lumo_gap_ev": [6.650, 6.567],
  "elements": ["Cr", "N", "C", "N", "N", "N", "N", "C", "N", "N", "N", "N", "H", "S", "C", "N", "N", "C", "C", "C", "C", "C", "C", "N", "N", "C", "C", "C", "C", "C", "C", "H", "H", "H", "H", "H", "H", "H", "H", "H", "H", "H", "N", "C", "C", "C", "C", "C", "C", "S", "O", "O", "O", "H", "H", "H", "H", "H", "H", "C", "C", "C", "C", "C", "C", "H", "H", "H", "H", "H", "H", "H", "H", "H"],
  "xyz": [[0.02662, 0.48172, -0.49517], [3.13627, 0.06436, -1.86008], [2.07717, -0.14294, -2.73219], [2.21628, -0.52306, -3.98587], [0.94531, -0.59665, -4.44574], [0.10590, -0.29147, -3.52244], [0.79632, -0.00054, -2.38988], [3.02860, 1.04873, -0.89023], [4.04698, 1.73876, -0.41798], [3.48662, 2.57015, 0.48842], [2.21732, 2.38526, 0.55524], [1.87940, 1.39941, -0.31362], [4.04074, 0.03273, -2.30392], [-1.90667, -0.83961, -0.84208], [-1.03055, -2.33603, -0.82812], [-1.45512, -3.39772, -1.40890], [-0.67831, -4.55325, -1.26055], [0.63069, -4.61937, -1.79885], [1.39269, -5.74501, -1.48434], [2.68768, -5.87139, -1.96072], [3.24672, -4.87065, -2.74574], [2.48612, -3.75277, -3.06248], [1.18340, -3.62350, -2.60091], [0.18439, -2.44993, -0.06722], [0.75940, -1.39011, 0.19310], [1.99222, -1.56239, 0.91516], [2.82330, -2.63201, 0.60433], [4.02946, -2.75957, 1.27229], [4.39425, -1.83028, 2.23858], [3.55242, -0.76832, 2.53766], [2.34525, -0.62187, 1.87167], [-1.23691, -5.32306, -1.59636], [0.96608, -6.50016, -0.83444], [3.26933, -6.74710, -1.69696], [4.26429, -4.95881, -3.10505], [2.89107, -2.96196, -3.68155], [0.59984, -2.75279, -2.87136], [2.53276, -3.32985, -0.17013], [4.69203, -3.57887, 1.02266], [5.34512, -1.92593, 2.74850], [3.84057, -0.03249, 3.27695], [1.67902, 0.20468, 2.08323], [-0.66441, 2.34233, -1.17375], [-2.06402, 2.70030, -1.25827], [-2.83928, 2.20764, -2.29553], [-4.16423, 2.61113, -2.40378], [-4.71472, 3.48693, -1.47894], [-3.93654, 3.94251, -0.42307], [-2.61109, 3.55119, -0.30983], [-6.42218, 4.03917, -1.62989], [-7.17478, 3.15161, -0.75374], [-6.72818, 3.88124, -3.04547], [-6.38393, 5.42384, -1.17415], [-0.19267, 2.95098, -0.50746], [-0.21086, 2.46817, -2.07483], [-2.40672, 1.50767, -3.00307], [-4.78365, 2.26225, -3.21913], [-4.37508, 4.62732, 0.29088], [-1.99579, 3.90728, 0.50960], [-1.81075, 3.29633, 3.70764], [-1.39201, 1.82191, 3.78250], [-0.24841, 1.66521, 4.79372], [-2.59102, 0.97225, 4.22216], [-0.93087, 1.38022, 2.45725], [-0.54075, 1.02256, 1.36462], [-2.15925, 3.64205, 4.68535], [-2.61688, 3.42684, 2.98449], [-0.96771, 3.91526, 3.39624], [-0.56956, 1.99908, 5.78515], [0.61475, 2.25723, 4.48565], [0.06154, 0.62088, 4.86095], [-2.94292, 1.29430, 5.20697], [-2.31328, -0.08137, 4.27508], [-3.40877, 1.06934, 3.50773]],
  "forces_ev_per_angstrom": [[0.0, 0.0, 0.1], [0.0, 0.0, 0.0], [0.0, 0.0, 0.1], [0.0, 0.1, 0.0], [0.0, -0.1, 0.0], [0.0, 0.0, 0.0], [0.0, 0.0, 0.0], [0.0, 0.0, 0.0], [0.0, 0.0, 0.0], [0.0, 0.0, 0.0], [0.0, 0.0, 0.0], [0.0, 0.0, 0.0], [0.0, 0.0, 0.0], [0.0, 0.0, 0.0], [0.0, 0.0, 0.0], [0.0, 0.0, 0.0], [0.0, 0.0, 0.0], [0.0, 0.0, 0.0], [0.0, 0.0, 0.0], [0.0, 0.0, 0.0], [0.0, 0.0, 0.0], [0.0, 0.0, 0.0], [0.0, 0.0, 0.0], [0.0, -0.1, 0.0], [0.0, 0.0, 0.0], [0.0, 0.0, 0.0], [0.0, 0.0, 0.0], [0.0, 0.0, 0.0], [0.0, 0.0, 0.0], [0.0, 0.0, 0.0], [0.0, 0.0, 0.0], [0.0, 0.0, 0.0], [0.0, 0.0, 0.0], [0.0, 0.0, 0.0], [0.0, 0.0, 0.0], [0.0, 0.0, 0.0], [0.0, 0.0, 0.0], [0.0, 0.0, 0.0], [0.0, 0.0, 0.0], [0.0, 0.0, 0.0], [0.0, 0.0, 0.0], [0.0, 0.0, 0.0], [0.1, 0.0, 0.0], [0.0, 0.0, 0.0], [0.0, 0.0, 0.0], [0.0, 0.0, 0.0], [0.0, 0.0, 0.0], [0.0, 0.0, 0.0], [0.0, 0.0, 0.0], [0.0, 0.0, 0.0], [0.0, 0.0, 0.0], [0.0, 0.0, 0.0], [0.0, 0.0, 0.0], [0.0, 0.0, 0.0], [0.0, 0.0, 0.0], [0.0, 0.0, 0.0], [0.0, 0.0, 0.0], [0.0, 0.0, 0.0], [0.0, 0.0, 0.0], [0.0, 0.0, 0.0], [0.0, 0.0, 0.0], [0.0, 0.0, 0.0], [0.0, 0.0, 0.0], [0.0, 0.0, 0.0], [0.0, 0.0, 0.0], [0.0, 0.0, 0.0], [0.0, 0.0, 0.0], [0.0, 0.0, 0.0], [0.0, 0.0, 0.0], [0.0, 0.0, 0.0], [0.0, 0.0, 0.0], [0.0, 0.0, 0.0], [0.0, 0.0, 0.0], [0.0, 0.0, 0.0]],
  "lowdin_spin": [2.9227, 0.0050, 0.0061, 0.0009, 0.0079, 0.0034, -0.0021, 0.0070, 0.0004, 0.0093, 0.0026, -0.0058, 0.0001, -0.0105, -0.0027, 0.0224, 0.0060, 0.0011, 0.0000, 0.0002, 0.0000, 0.0002, 0.0003, 0.0175, -0.0192, 0.0004, -0.0019, 0.0002, -0.0018, 0.0002, -0.0022, 0.0001, 0.0000, 0.0000, 0.0000, 0.0000, 0.0001, -0.0001, 0.0000, -0.0001, 0.0001, -0.0005, -0.0084, 0.0034, -0.0014, 0.0003, -0.0019, 0.0005, -0.0016, 0.0000, -0.0002, -0.0001, -0.0001, 0.0026, 0.0025, -0.0002, 0.0001, 0.0001, 0.0001, 0.0034, 0.0101, 0.0036, 0.0031, 0.0570, -0.0429, 0.0005, 0.0002, 0.0002, 0.0005, 0.0002, 0.0002, 0.0004, 0.0002, 0.0002]
}